An isolated molecule of C23H34N2O4. Source: the OMol25 dataset; level of theory: ωB97M-V/def2-TZVPD.

Structure (XYZ):
```
63
C23H34N2O4, DFT ωB97M-V/def2-TZVPD
C 1.051 -4.200 -2.258
C -0.039 -4.995 -1.551
O -0.406 -4.501 -0.272
C -1.057 -3.270 -0.245
O -0.170 -2.198 -0.487
C 0.697 -1.936 0.543
C 2.002 -1.345 0.065
O 2.855 -2.060 -0.429
N 2.175 -0.022 0.254
C 1.160 0.909 0.679
C 0.790 1.830 -0.484
N 1.979 2.523 -0.945
C 1.664 3.537 -1.937
C 0.874 4.662 -1.325
C -0.249 5.180 -1.954
C -0.955 6.226 -1.383
C -0.549 6.758 -0.172
C 0.568 6.242 0.465
C 1.277 5.203 -0.109
C 2.963 1.565 -1.414
C 3.354 0.638 -0.264
C 0.459 -2.260 1.808
C -0.772 -2.990 2.258
C -0.364 -4.344 2.849
C -1.783 -3.166 1.108
C -2.889 -2.102 1.095
C -2.403 -0.664 0.921
C -3.561 0.339 0.862
O -4.227 0.499 2.091
H 1.404 -4.762 -3.119
H 0.672 -3.238 -2.596
H 1.884 -4.016 -1.584
H -0.939 -5.049 -2.184
H 0.308 -6.011 -1.345
H -1.784 -3.202 -1.074
H 0.284 0.366 1.029
H 1.564 1.514 1.498
H 0.061 2.570 -0.150
H 0.334 1.225 -1.291
H 2.613 3.937 -2.310
H 1.116 3.115 -2.798
H -0.573 4.766 -2.899
H -1.826 6.622 -1.884
H -1.101 7.571 0.275
H 0.888 6.654 1.411
H 2.146 4.792 0.380
H 3.846 2.107 -1.759
H 2.576 0.957 -2.252
H 4.049 -0.130 -0.605
H 3.810 1.224 0.540
H 1.199 -2.035 2.560
H -1.249 -2.405 3.055
H 0.370 -4.204 3.639
H 0.072 -4.962 2.069
H -1.229 -4.856 3.264
H -2.277 -4.135 1.239
H -3.586 -2.340 0.286
H -3.434 -2.190 2.040
H -1.836 -0.579 -0.006
H -1.754 -0.390 1.754
H -3.174 1.331 0.616
H -4.271 0.039 0.077
H -4.606 -0.347 2.351
```

Output
HOMO energy: -0.3215 Eh
HOMO-LUMO gap: 9.47 eV
E_tot: -35572.70751 eV
SMILES: CCO[C@@H]1OC(C(=O)N2CCN(Cc3ccccc3)CC2)=C[C@H](C)[C@H]1CCCO
spin multiplicity: 1

---

An isolated molecule of C7H10N2O3. Source: the OMol25 dataset; level of theory: ωB97M-V/def2-TZVPD.

Structure (XYZ):
```
22
C7H10N2O3, DFT ωB97M-V/def2-TZVPD
C 1.733 -1.160 -0.013
C 0.453 -0.912 -0.687
C 0.394 0.048 -1.739
C -0.245 1.253 -1.655
C -0.780 1.694 -0.354
C -1.784 1.111 0.231
N -2.043 1.296 1.611
N -2.887 0.470 -0.424
O -3.790 -0.081 0.203
O -2.815 0.437 -1.631
C -0.745 -1.328 -0.199
O -0.717 -1.989 1.088
H 1.582 -1.842 0.866
H 2.025 -0.107 0.473
H 2.513 -1.568 -0.777
H 0.895 -0.171 -2.657
H -0.121 1.853 -2.511
H -0.123 2.477 0.112
H -3.058 1.097 1.790
H -1.449 0.870 2.247
H -1.665 -1.051 -0.814
H -1.214 -2.777 0.948
```

Output
HOMO energy: -0.3232 Eh
HOMO-LUMO gap: 8.04 eV
E_tot: -16537.67138 eV
SMILES: CC(/C=C\C=C(\N)[N+](=O)[O-])=C\O
spin multiplicity: 1

---

A cluster of 2 separate species, C20H44IN3O in total. Source: the OMol25 dataset; level of theory: ωB97M-V/def2-TZVPD.

Structure (XYZ):
```
69
C20H44IN3O, DFT ωB97M-V/def2-TZVPD
C 2.797 4.218 1.344
C 2.149 3.147 0.461
C 3.043 2.820 -0.734
C 2.300 2.234 -1.934
C 1.577 0.911 -1.660
C 2.361 -0.356 -1.982
C 3.576 -0.628 -1.087
C 3.263 -0.807 0.408
C 3.438 -2.228 1.015
C 3.289 -3.426 0.083
C 1.919 -3.599 -0.613
C 0.741 -2.886 0.026
C -0.584 -3.258 -0.660
C -1.780 -2.558 0.016
C -2.549 -1.638 -0.918
C -2.425 -0.156 -0.598
N -2.688 0.137 0.851
C -4.103 0.494 1.128
C -4.699 1.747 0.463
C -6.005 1.383 -0.249
O -4.987 2.756 1.430
C -1.764 0.801 1.504
N -0.518 0.224 1.729
N -1.960 2.047 1.985
H 2.428 4.194 2.366
H 3.868 4.017 1.390
H 2.680 5.211 0.916
H 2.015 2.265 1.090
H 1.157 3.480 0.147
H 3.500 3.758 -1.061
H 3.863 2.193 -0.388
H 1.548 2.971 -2.221
H 2.989 2.154 -2.775
H 0.686 0.889 -2.293
H 1.212 0.940 -0.631
H 2.733 -0.257 -3.004
H 1.682 -1.208 -1.999
H 4.176 -1.439 -1.491
H 4.187 0.271 -1.169
H 3.947 -0.159 0.958
H 2.269 -0.444 0.659
H 4.432 -2.265 1.461
H 2.723 -2.320 1.831
H 3.465 -4.314 0.690
H 4.083 -3.432 -0.663
H 1.676 -4.663 -0.588
H 1.995 -3.357 -1.674
H 0.639 -3.165 1.076
H 0.824 -1.804 -0.082
H -0.489 -2.946 -1.702
H -0.708 -4.338 -0.604
H -1.482 -2.068 0.940
H -2.537 -3.304 0.344
H -3.613 -1.872 -0.881
H -2.228 -1.754 -1.954
H -1.424 0.205 -0.839
H -3.135 0.389 -1.216
H -4.183 0.643 2.202
H -4.668 -0.412 0.909
H -4.021 2.120 -0.311
H -6.723 2.193 -0.173
H -5.825 1.181 -1.304
H -6.460 0.487 0.167
H -4.328 3.448 1.356
H -0.636 -0.709 2.110
H 0.053 0.174 0.890
H -1.862 2.233 2.969
H -2.187 2.818 1.384
I -4.712 -3.381 1.164
```

Output
HOMO energy: -0.2316 Eh
HOMO-LUMO gap: 4.90 eV
E_tot: -36070.24831 eV
spin multiplicity: 1

---

A cluster of 2 separate species, C6H12NO3Si in total. Source: the OMol25 dataset; level of theory: ωB97M-V/def2-TZVPD.

Structure (XYZ):
```
23
C6H12NO3Si, DFT ωB97M-V/def2-TZVPD
C 3.530 1.588 -0.929
C 0.811 0.483 1.763
C -0.911 -0.326 -2.303
C -1.658 -2.202 -0.144
C -2.285 0.665 0.443
C 0.754 -0.078 0.507
N 3.469 1.927 0.215
O -0.032 1.007 2.503
O 3.621 1.426 -2.063
O 2.176 0.673 2.215
Si -0.827 -0.491 -0.389
H -1.779 -0.927 -2.387
H -0.747 0.642 -2.645
H -0.222 -0.917 -2.886
H -1.919 -2.757 -1.080
H -0.887 -2.818 0.290
H -2.480 -2.211 0.533
H -3.150 0.646 -0.153
H -2.329 0.071 1.318
H -1.873 1.586 0.862
H 1.669 -0.683 0.192
H 2.029 1.223 3.096
H 3.038 1.473 1.041
```

Output
charge: -1
HOMO energy: -0.1340 Eh
HOMO-LUMO gap: 7.20 eV
E_tot: -21928.18499 eV
spin multiplicity: 1

---

A structure of composition C5H8N2O. Source: the OMol25 dataset; level of theory: ωB97M-V/def2-TZVPD.

Structure (XYZ):
```
16
C5H8N2O, DFT ωB97M-V/def2-TZVPD
C 0.927 1.208 -0.832
C 0.841 0.056 -1.793
C -0.244 -0.442 -0.854
C -0.024 -1.149 0.510
C -0.965 -0.172 1.496
H 1.751 -0.567 -1.647
H 0.619 0.103 -2.837
H -1.230 -0.816 -1.155
H 0.915 -1.142 1.027
H -0.369 -2.241 0.635
H -2.029 -0.515 1.302
H -0.662 -0.251 2.638
H -0.155 1.797 1.324
N -0.870 1.213 0.976
N -0.371 0.970 -0.399
O 1.866 1.947 -0.392
```

Output
HOMO energy: -0.3304 Eh
HOMO-LUMO gap: 9.89 eV
E_tot: -10339.57839 eV
spin multiplicity: 1

---

A cluster of 2 separate species, C32H33BF6N2O2S in total. Source: the OMol25 dataset; level of theory: ωB97M-V/def2-TZVPD.

Structure (XYZ):
```
77
C32H33BF6N2O2S, DFT ωB97M-V/def2-TZVPD
C 5.741 0.447 -1.070
N 5.080 -0.736 -0.538
C 5.846 -1.969 -0.563
C 3.763 -0.722 -0.156
C 3.056 -1.922 0.117
C 1.699 -1.907 0.401
C 1.003 -0.710 0.650
C -0.311 -0.817 1.425
B -1.668 -1.546 1.126
O -2.512 -0.705 0.385
C -3.769 -1.371 0.296
C -3.450 -2.848 0.619
O -2.146 -2.833 1.303
C -0.592 0.346 2.372
C -1.901 0.597 2.817
C -2.192 1.495 3.820
C -1.150 2.119 4.544
N -1.433 2.845 5.657
C -0.388 3.383 6.497
C -2.803 2.949 6.115
C 0.183 1.914 4.083
C 0.439 1.047 3.024
C 1.676 0.472 0.283
C 3.020 0.481 -0.079
H 5.265 0.778 -2.010
H 5.730 1.271 -0.341
H 6.786 0.180 -1.276
H 5.782 -2.504 0.395
H 5.509 -2.636 -1.374
H 6.891 -1.705 -0.746
H 3.627 -2.856 0.072
H 1.149 -2.847 0.489
H -0.057 -1.687 2.098
H -4.502 -0.988 1.035
H -4.152 -1.217 -0.723
H -4.203 -3.319 1.274
H -3.385 -3.396 -0.338
H -2.767 0.123 2.378
H -3.241 1.659 4.075
H 0.240 2.597 6.940
H 0.280 4.042 5.931
H -0.864 3.946 7.302
H -3.430 3.394 5.333
H -3.219 1.960 6.354
H -2.823 3.576 7.011
H 1.027 2.383 4.593
H 1.473 0.900 2.717
H 1.136 1.416 0.305
H 3.521 1.430 -0.298
C -5.246 0.512 -4.869
C -4.159 -0.134 -4.112
C -3.911 -1.495 -3.964
C -2.690 -1.775 -3.311
C -2.060 -0.616 -2.864
C -0.733 -0.505 -2.393
C -0.244 0.807 -2.237
C 0.966 1.108 -2.799
C 1.301 2.567 -2.878
F 2.086 2.854 -3.950
F 0.185 3.361 -2.951
F 1.992 2.962 -1.751
C 1.825 0.092 -3.236
C 1.452 -1.240 -3.024
C 2.404 -2.365 -3.318
F 2.251 -3.423 -2.451
F 2.283 -2.852 -4.589
F 3.704 -1.935 -3.176
C 0.182 -1.562 -2.593
S -2.995 0.805 -3.280
H -5.900 -0.258 -5.277
H -5.803 1.175 -4.198
H -4.836 1.115 -5.692
H -4.592 -2.269 -4.297
H -2.227 -2.754 -3.167
H -0.865 1.582 -1.796
H 2.776 0.332 -3.689
H -0.107 -2.600 -2.463
```

Output
HOMO energy: -0.2491 Eh
HOMO-LUMO gap: 6.59 eV
E_tot: -68612.37472 eV
SMILES: CN(C)c1ccc(C(B2OCCO2)c2ccc(N(C)C)cc2)cc1.Cc1ccc(-c2cc(C(F)(F)F)cc(C(F)(F)F)c2)s1
spin multiplicity: 1

---

Look up the HOMO energy of the sixth one. -0.2491 Eh